Entry 1:
This record from the Open Molecules 2025 dataset describes one molecule with the formula C12H19NO2 at a distorted geometry. The level of theory is the ωB97M-V functional and the def2-TZVPD basis.

Computed properties:
- calculated total energy (Ha) = -673.6541
- max |F| (Eh/bohr) = 0.0798
- energy relative to the best compared isomer or geometry (same formula, charge and spin) (kJ/mol) = 0.0
- frontier orbital gap (spin up / spin down) (eV) = 8.4 / 8.6
- expectation value of S² = 2.01
- E_HOMO (spin up / spin down) (eV) = -7.523 / -9.388
- charge = 0
- spin multiplicity = 3

XYZ file:
```
34
C12H19NO2, DFT the ωB97M-V functional and the def2-TZVPD basis
C 2.15 -2.38 -0.67
C 0.72 -2.80 -0.72
C -1.59 1.74 -1.53
C -0.18 2.14 -1.92
C 1.05 -0.65 1.87
C -1.63 1.40 0.00
C 0.76 1.83 -0.67
C 0.31 0.73 1.68
C 0.07 -1.77 1.55
C -0.10 -0.45 -0.60
C -0.12 0.84 0.24
C -0.18 -1.80 0.05
N 2.52 -1.25 -1.03
O 3.47 -0.48 -1.12
O -1.51 -2.40 -0.15
H 2.82 -3.26 -0.28
H 0.12 -3.08 -1.64
H 0.63 -3.72 -0.01
H -2.27 2.56 -1.67
H -2.03 0.93 -2.12
H 0.24 1.71 -2.82
H -0.04 3.18 -2.05
H 1.95 -0.68 1.29
H 1.52 -0.85 2.87
H -1.70 2.43 0.46
H -2.43 0.70 0.30
H 1.71 1.59 -1.07
H 0.70 2.74 0.01
H -0.59 0.55 2.38
H 0.83 1.66 1.95
H 0.44 -2.70 1.92
H -0.87 -1.53 2.08
H -0.55 -0.32 -1.62
H -2.18 -1.63 -0.39
```


Entry 2:
This record from the Open Molecules 2025 dataset describes HNO2S2 as an isolated structure at a distorted geometry. The level of theory is the ωB97M-V functional and the def2-TZVPD basis.

Computed properties:
- calculated total energy (Ha) = -1002.1129
- max |F| (Eh/bohr) = 0.0746
- energy relative to the best compared isomer or geometry (same formula, charge and spin) (kJ/mol) = 42.1
- frontier orbital gap (spin up / spin down) (eV) = 7.0 / 7.0
- E_HOMO (spin up / spin down) (eV) = -9.307 / -9.106
- charge = 0
- spin multiplicity = 1

XYZ file:
```
6
HNO2S2, DFT the ωB97M-V functional and the def2-TZVPD basis
N -0.56 -1.19 -0.51
O 3.84 -0.22 0.68
O 2.30 1.44 -0.39
S 0.82 -1.69 0.06
S 2.88 0.09 -0.29
H -1.11 -0.31 -0.17
```


Entry 3:
This record from the Open Molecules 2025 dataset describes a 2-piece molecular cluster, C3H6N2O overall. The level of theory is the ωB97M-V functional and the def2-TZVPD basis.

Computed properties:
- SMILES = N=C=N.CC=O
- calculated total energy (Ha) = -302.6292
- max |F| (Eh/bohr) = 0.0123
- energy relative to the best compared isomer or geometry (same formula, charge and spin) (kJ/mol) = 167.7
- frontier orbital gap (eV) = 11.1
- E_HOMO (eV) = -10.158
- charge = 0
- spin multiplicity = 1

XYZ file:
```
12
C3H6N2O, DFT the ωB97M-V functional and the def2-TZVPD basis
C -0.53 0.00 1.62
C -0.33 -0.01 -2.08
N -0.80 1.09 -1.82
N -0.01 -1.17 -2.33
C 0.93 -0.08 1.27
O 1.43 0.42 0.28
H -1.11 0.31 0.74
H -0.66 0.75 2.41
H -0.90 -0.95 2.00
H -0.31 1.58 -1.08
H 0.72 -1.31 -3.02
H 1.57 -0.61 2.01
```


Entry 4:
This record from the Open Molecules 2025 dataset describes a 11-piece molecular cluster, C45H135N12O32P11 overall at a distorted geometry. The level of theory is the ωB97M-V functional and the def2-TZVPD basis.

Computed properties:
- SMILES = CN(C)P(=O)(N(C)C)N(C)C.CN(C)P(=O)(N(C)C)N(C)C.CN(C)P(=O)(N(C)C)N(C)C.CN(C)P(=O)(N(C)C)N(C)C.COP(=O)(OC)OC.COP(=O)(OC)OC.COP(=O)(OC)OC.COP(=O)(OC)OC.COP(=O)(OC)OC.COP(=O)(OC)OC.COP(=O)(OC)OC
- calculated total energy (Ha) = -8615.8263
- max |F| (Eh/bohr) = 0.0814
- energy relative to the best compared isomer or geometry (same formula, charge and spin) (kJ/mol) = 391.4
- frontier orbital gap (eV) = 7.6
- E_HOMO (eV) = -7.446
- charge = 0
- spin multiplicity = 1

XYZ file:
```
235
C45H135N12O32P11, DFT the ωB97M-V functional and the def2-TZVPD basis
O 19.50 13.07 11.58
P 19.94 13.22 13.00
N 19.31 11.98 14.02
C 18.19 11.17 13.63
C 19.98 11.57 15.35
N 19.42 14.71 13.76
C 18.99 15.85 12.94
C 19.64 14.92 15.17
N 21.67 13.38 13.14
C 22.39 14.40 12.38
C 22.47 12.17 13.15
H 18.44 10.11 13.67
H 17.79 11.43 12.65
H 17.39 11.41 14.34
H 20.36 10.55 15.28
H 19.35 11.69 16.23
H 20.88 12.17 15.46
H 17.91 15.95 12.94
H 19.41 16.78 13.31
H 19.34 15.65 11.92
H 18.92 14.34 15.76
H 20.68 14.62 15.28
H 19.42 15.93 15.51
H 23.41 14.63 12.66
H 22.33 14.12 11.33
H 21.87 15.35 12.26
H 22.13 11.45 13.89
H 23.50 12.43 13.40
H 22.27 11.82 12.14
O 25.05 19.41 16.93
P 24.05 19.57 15.87
N 22.51 18.75 16.13
C 22.05 18.54 17.52
C 21.63 18.27 15.01
N 24.67 18.95 14.37
C 25.58 19.71 13.54
C 24.83 17.47 14.24
N 23.62 21.20 15.55
C 24.11 22.19 16.56
C 22.43 21.64 14.72
H 22.32 17.52 17.78
H 21.00 18.76 17.74
H 22.58 19.20 18.22
H 21.94 18.74 14.07
H 20.57 18.50 15.10
H 21.75 17.19 14.96
H 25.11 20.68 13.38
H 26.49 19.80 14.13
H 25.76 19.24 12.57
H 24.96 17.15 13.20
H 25.80 17.24 14.69
H 24.01 16.94 14.70
H 23.90 21.85 17.57
H 25.20 22.10 16.59
H 23.81 23.23 16.45
H 22.59 22.66 14.39
H 21.53 21.54 15.32
H 22.30 21.02 13.83
O 21.51 11.77 17.88
P 22.22 12.75 18.74
N 21.18 14.07 19.32
C 19.83 14.03 18.81
C 21.59 15.40 19.85
N 23.53 13.65 18.13
C 24.75 12.89 17.82
C 23.23 14.44 16.93
N 22.96 12.19 20.23
C 23.60 13.05 21.20
C 22.52 10.97 20.88
H 19.87 13.99 17.72
H 19.21 14.90 19.04
H 19.33 13.14 19.21
H 22.50 15.41 20.45
H 20.74 15.74 20.45
H 21.63 16.09 19.00
H 25.01 12.27 18.68
H 24.49 12.31 16.93
H 25.67 13.44 17.63
H 24.05 15.08 16.62
H 23.04 13.77 16.09
H 22.40 15.13 17.10
H 24.20 12.52 21.95
H 24.36 13.64 20.68
H 22.89 13.81 21.52
H 21.62 11.20 21.47
H 23.31 10.66 21.56
H 22.15 10.24 20.17
O 15.89 16.08 14.70
P 15.52 16.72 15.99
N 16.67 17.78 16.76
C 17.61 18.52 15.89
C 16.41 18.43 18.00
N 15.20 15.56 17.19
C 14.54 15.90 18.49
C 16.11 14.45 17.28
N 14.08 17.67 15.95
C 14.05 18.98 15.32
C 12.75 17.03 15.88
H 17.16 19.48 15.64
H 17.75 17.90 15.00
H 18.62 18.58 16.28
H 17.04 19.25 18.34
H 16.60 17.68 18.76
H 15.38 18.79 18.06
H 13.90 15.11 18.90
H 15.36 16.08 19.18
H 13.96 16.82 18.45
H 16.32 14.02 16.30
H 17.09 14.76 17.65
H 15.61 13.71 17.91
H 14.87 19.69 15.47
H 14.01 18.81 14.24
H 13.07 19.36 15.59
H 11.99 17.78 15.69
H 12.47 16.34 16.68
H 12.82 16.35 15.03
C 18.83 21.18 18.96
O 19.60 22.24 19.53
P 20.12 23.42 18.59
O 20.54 22.99 17.22
O 18.86 24.42 18.59
C 17.75 24.05 17.76
O 21.20 24.23 19.42
C 22.21 24.94 18.81
H 19.08 20.19 19.36
H 18.99 21.10 17.89
H 17.75 21.33 19.03
H 17.79 23.08 17.26
H 17.38 24.75 17.01
H 16.94 23.87 18.46
H 22.85 24.15 18.44
H 22.78 25.48 19.57
H 21.95 25.63 18.01
C 13.28 16.27 12.23
O 13.32 15.93 10.89
P 14.68 15.24 10.32
O 15.93 16.05 10.39
O 14.69 13.76 11.08
C 15.58 13.57 12.16
O 14.16 14.88 8.79
C 13.11 13.96 8.58
H 12.23 16.15 12.52
H 13.57 17.32 12.21
H 13.90 15.61 12.83
H 16.01 14.50 12.54
H 16.24 12.78 11.82
H 15.12 13.00 12.97
H 12.68 13.48 9.46
H 13.65 13.17 8.06
H 12.36 14.38 7.90
C 13.87 22.72 21.73
O 14.72 22.41 20.63
P 14.15 22.53 19.07
O 15.19 22.15 18.07
O 12.84 21.57 19.14
C 12.27 20.97 17.96
O 13.58 24.03 18.95
C 13.50 24.64 17.65
H 14.19 23.59 22.31
H 13.82 21.87 22.41
H 12.82 22.88 21.47
H 12.59 19.94 17.89
H 12.61 21.52 17.08
H 11.18 21.06 18.04
H 12.57 24.27 17.20
H 14.42 24.34 17.15
H 13.56 25.72 17.63
C 20.19 16.69 22.71
O 19.01 17.46 22.57
P 18.03 17.24 21.24
O 18.78 17.44 19.98
O 17.37 15.71 21.28
C 16.49 15.40 22.35
O 16.75 18.21 21.51
C 16.89 19.61 21.51
H 20.61 16.87 23.69
H 20.87 17.05 21.94
H 20.14 15.62 22.49
H 16.93 14.49 22.76
H 15.48 15.14 22.02
H 16.38 16.24 23.02
H 16.51 20.07 20.60
H 17.94 19.91 21.45
H 16.47 20.19 22.34
C 10.07 15.32 19.16
O 11.16 15.78 19.90
P 11.19 17.39 20.39
O 10.33 18.34 19.67
O 10.84 17.31 21.94
C 9.66 16.64 22.43
O 12.79 17.66 20.43
C 13.25 18.84 20.99
H 9.11 15.76 19.44
H 10.00 14.25 19.32
H 10.12 15.45 18.08
H 9.45 16.94 23.45
H 9.93 15.59 22.57
H 8.83 16.84 21.74
H 13.98 18.60 21.77
H 12.59 19.50 21.55
H 13.74 19.39 20.19
C 17.75 22.15 14.58
O 17.52 22.08 13.21
P 17.84 20.69 12.47
O 19.17 20.06 12.79
O 17.55 21.01 10.90
C 16.77 22.11 10.64
O 16.57 19.72 12.84
C 16.49 18.47 12.12
H 18.18 23.14 14.78
H 18.49 21.52 15.08
H 16.82 22.10 15.15
H 17.29 23.04 10.85
H 15.84 22.14 11.21
H 16.62 22.18 9.56
H 16.08 17.73 12.81
H 17.43 18.07 11.76
H 15.77 18.48 11.29
C 11.94 9.65 16.02
O 13.10 9.99 16.69
P 14.23 10.84 15.94
O 14.23 10.70 14.45
O 15.62 10.53 16.74
C 16.40 9.45 16.30
O 13.90 12.37 16.41
C 12.79 13.15 16.00
H 11.81 10.35 15.20
H 11.25 9.84 16.84
H 12.00 8.57 15.85
H 16.55 8.77 17.13
H 17.43 9.64 16.01
H 15.94 8.84 15.52
H 11.96 12.62 15.53
H 13.21 13.91 15.34
H 12.44 13.74 16.85
```


Entry 5:
This record from the Open Molecules 2025 dataset describes an isolated ion of composition C15H25N2O2 and charge +1. The level of theory is the ωB97M-V functional and the def2-TZVPD basis.

Computed properties:
- SMILES = CCCC[NH2+]c1ccc(C(=O)OCCN(C)C)cc1
- calculated total energy (Ha) = -846.3266
- max |F| (Eh/bohr) = 0.0176
- energy relative to the best compared isomer or geometry (same formula, charge and spin) (kJ/mol) = 0.0
- frontier orbital gap (eV) = 7.6
- E_HOMO (eV) = -10.743
- charge = +1
- spin multiplicity = 1

XYZ file:
```
44
C15H25N2O2, DFT the ωB97M-V functional and the def2-TZVPD basis
C 4.37 -1.11 1.56
H 3.37 -0.90 1.92
H 5.01 -1.29 2.42
C 4.38 -2.33 0.64
H 5.38 -2.47 0.23
C 3.36 -2.23 -0.49
C 3.70 -1.12 -1.47
H 3.66 -0.15 -0.97
H 4.71 -1.27 -1.87
N 2.74 -1.08 -2.62
H 3.08 -0.43 -3.33
H 2.69 -2.02 -3.03
C 1.38 -0.68 -2.21
C 1.11 0.66 -1.99
C -0.16 1.04 -1.59
C -1.15 0.08 -1.41
C -0.86 -1.26 -1.65
C 0.40 -1.65 -2.05
H 0.62 -2.69 -2.23
H -1.65 -1.99 -1.50
C -2.54 0.43 -0.97
O -3.37 -0.40 -0.76
O -2.71 1.75 -0.89
C -3.93 2.21 -0.32
H -4.69 1.44 -0.41
C -3.68 2.59 1.15
N -3.12 1.48 1.90
C -4.11 0.47 2.22
H -4.96 0.87 2.78
H -4.46 0.00 1.30
H -3.63 -0.31 2.82
C -2.44 1.95 3.10
H -1.98 1.09 3.59
H -1.66 2.65 2.82
H -3.12 2.43 3.81
H -2.97 3.41 1.17
H -4.64 2.95 1.57
H -4.22 3.10 -0.89
H -0.39 2.08 -1.41
H 1.88 1.40 -2.13
H 3.34 -3.19 -1.03
H 2.37 -2.06 -0.07
H 4.14 -3.21 1.23
H 4.75 -0.22 1.05
```


Entry 6:
This record from the Open Molecules 2025 dataset describes one molecule with the formula C4H9N3S at a distorted geometry. The level of theory is the ωB97M-V functional and the def2-TZVPD basis.

Computed properties:
- SMILES = C=NNCC(=S)NC
- calculated total energy (Ha) = -720.1112
- max |F| (Eh/bohr) = 0.1099
- energy relative to the best compared isomer or geometry (same formula, charge and spin) (kJ/mol) = 425.7
- frontier orbital gap (eV) = 8.9
- E_HOMO (eV) = -8.598
- charge = 0
- spin multiplicity = 1

XYZ file:
```
17
C4H9N3S, DFT the ωB97M-V functional and the def2-TZVPD basis
C -0.76 1.92 -0.08
C -1.65 -0.52 0.14
C -0.29 -1.08 0.49
C 2.70 -0.96 0.15
H -1.20 2.62 -0.80
H 0.26 1.52 -0.28
H -0.50 2.43 0.94
H -2.69 1.01 -0.26
H 0.46 -0.32 1.13
H -0.09 -2.05 0.90
H 0.11 -0.19 -1.36
H 3.73 -0.62 -0.20
H 2.46 -1.83 1.07
N -1.68 0.84 -0.03
N 0.41 -0.83 -0.74
N 1.81 -0.58 -0.79
S -3.09 -1.36 -0.29
```


Entry 7:
This record from the Open Molecules 2025 dataset describes one molecule with the formula C17H25N3O4. The level of theory is the ωB97M-V functional and the def2-TZVPD basis.

Computed properties:
- SMILES = CCCCOC(=O)c1ccc(NC(=O)C(=O)NCCN(C)C)cc1
- calculated total energy (Ha) = -1128.0716
- max |F| (Eh/bohr) = 0.0147
- energy relative to the best compared isomer or geometry (same formula, charge and spin) (kJ/mol) = 27.0
- frontier orbital gap (eV) = 9.0
- E_HOMO (eV) = -8.890
- charge = 0
- spin multiplicity = 1

XYZ file:
```
49
C17H25N3O4, DFT the ωB97M-V functional and the def2-TZVPD basis
C 0.51 3.86 -5.21
C 0.91 5.32 -5.06
C -0.20 6.19 -4.47
C -0.19 6.25 -2.94
H -0.97 6.91 -2.58
H 0.79 6.60 -2.58
O -0.45 4.97 -2.36
C 0.56 4.35 -1.74
O 1.67 4.82 -1.61
C 0.16 3.01 -1.23
C 1.12 2.25 -0.56
C 0.80 1.00 -0.07
C -0.49 0.50 -0.24
C -1.45 1.26 -0.90
C -1.12 2.51 -1.39
H -1.86 3.10 -1.91
H -2.45 0.87 -1.03
N -0.87 -0.75 0.25
C -0.15 -1.68 0.91
O 1.02 -1.64 1.24
C -1.04 -2.89 1.23
O -2.22 -2.91 0.91
N -0.36 -3.85 1.86
H 0.61 -3.64 2.06
C -0.95 -5.07 2.35
H -1.99 -5.05 2.02
C -0.89 -5.19 3.88
N 0.27 -5.94 4.34
C 0.15 -6.27 5.74
H -0.76 -6.85 5.90
H 0.12 -5.39 6.39
H 1.00 -6.89 6.03
C 1.52 -5.26 4.07
H 1.70 -5.21 3.00
H 1.55 -4.24 4.48
H 2.34 -5.83 4.51
H -0.93 -4.18 4.32
H -1.77 -5.74 4.22
H -0.44 -5.93 1.91
H -1.83 -1.03 0.09
H 1.54 0.40 0.44
H 2.11 2.65 -0.45
H -1.17 5.82 -4.80
H -0.09 7.22 -4.81
H 1.80 5.39 -4.43
H 1.18 5.71 -6.04
H -0.35 3.77 -5.88
H 0.24 3.42 -4.26
H 1.33 3.28 -5.63
```


Entry 8:
This record from the Open Molecules 2025 dataset describes a 10-piece molecular cluster, C14H48O10 overall at a distorted geometry. The level of theory is the ωB97M-V functional and the def2-TZVPD basis.

Computed properties:
- SMILES = CCO.CCO.CCO.CCO.CO.CO.CO.CO.CO.CO
- calculated total energy (Ha) = -1314.4240
- max |F| (Eh/bohr) = 0.0307
- energy relative to the best compared isomer or geometry (same formula, charge and spin) (kJ/mol) = 354.0
- frontier orbital gap (eV) = 9.5
- E_HOMO (eV) = -9.464
- charge = 0
- spin multiplicity = 1

XYZ file:
```
72
C14H48O10, DFT the ωB97M-V functional and the def2-TZVPD basis
C -1.22 -0.92 2.81
O -2.00 -1.56 1.80
H -1.26 -1.45 3.77
H -0.18 -0.90 2.47
H -1.62 0.08 2.93
H -1.56 -2.41 1.66
C -4.00 0.65 0.95
O -5.18 1.45 0.96
H -3.13 1.30 0.86
H -3.98 -0.05 1.78
H -3.93 0.11 -0.01
H -5.93 0.87 0.81
C -1.96 4.05 -1.73
O -1.24 5.28 -1.73
H -1.17 3.31 -1.84
H -2.47 3.91 -0.77
H -2.72 3.95 -2.52
H -1.70 6.01 -1.31
C 3.63 -2.41 1.88
O 2.34 -2.16 1.32
H 4.40 -2.28 1.12
H 3.86 -1.63 2.63
H 3.71 -3.39 2.33
H 1.72 -2.82 1.64
C -1.63 -1.85 -5.09
O -1.93 -0.89 -6.08
H -0.81 -2.46 -5.43
H -1.46 -1.43 -4.08
H -2.52 -2.47 -4.88
H -2.60 -0.27 -5.77
C 3.82 -1.67 -2.19
O 3.91 -0.26 -2.20
H 4.83 -2.09 -2.24
H 3.34 -2.06 -1.29
H 3.31 -2.03 -3.09
H 3.08 0.06 -1.82
C -2.57 -4.91 2.78
C -2.37 -4.70 1.29
O -1.04 -4.25 0.98
H -3.63 -4.87 3.04
H -2.06 -4.13 3.35
H -2.18 -5.88 3.09
H -3.03 -3.91 0.93
H -2.58 -5.63 0.76
H -0.43 -4.83 1.46
C 0.82 1.28 4.33
C 1.97 1.02 3.37
O 2.87 2.14 3.28
H 0.03 1.77 3.77
H 1.12 1.97 5.12
H 0.48 0.32 4.72
H 1.63 0.84 2.34
H 2.57 0.16 3.65
H 2.40 2.83 2.81
C -0.27 -1.08 -0.91
C 0.36 0.29 -0.73
O 1.75 0.24 -0.46
H -0.29 -1.54 -1.90
H -1.31 -1.00 -0.57
H 0.18 -1.85 -0.27
H -0.17 0.82 0.07
H 0.22 0.83 -1.67
H 1.96 -0.26 0.33
C 2.12 4.99 -3.34
C 2.24 4.34 -1.97
O 1.55 5.18 -1.04
H 2.46 6.03 -3.34
H 1.10 4.98 -3.72
H 2.72 4.50 -4.12
H 3.29 4.21 -1.72
H 1.71 3.39 -2.01
H 0.63 5.20 -1.34
```